DFT (ωB97M-V with the def2-TZVPD basis set) results for 10 unconnected molecules or ions with the total composition C60H150N10O20.

Cartesian coordinates (Å):
C (29.84200, 33.91049, -9.26714)
O (28.63334, 34.43542, -8.78114)
C (27.71408, 33.45578, -8.20825)
C (26.30438, 34.12182, -8.17014)
N (25.59298, 34.17178, -9.41473)
C (24.10363, 34.35375, -9.26076)
C (23.48897, 34.45940, -10.68809)
O (23.86526, 35.72796, -11.25941)
C (22.99769, 36.19017, -12.29544)
H (29.62630, 33.03844, -9.88448)
H (30.60253, 33.65519, -8.52924)
H (30.34293, 34.55822, -9.98661)
H (28.10572, 33.23009, -7.21638)
H (27.66928, 32.52521, -8.77406)
H (26.36125, 35.16712, -7.86649)
H (25.81725, 33.64213, -7.32120)
H (26.00293, 34.89336, -9.99037)
H (23.75420, 35.23215, -8.71817)
H (23.67063, 33.50014, -8.73927)
H (22.41108, 34.39414, -10.53987)
H (23.74261, 33.68826, -11.41551)
H (21.99470, 36.31031, -11.88596)
H (22.74394, 35.41400, -13.01744)
H (23.37258, 37.11824, -12.72698)
C (22.05035, 44.13292, -8.47827)
O (23.46246, 44.26468, -8.60109)
C (23.92701, 43.75740, -9.82127)
C (25.42384, 43.96929, -9.94627)
N (25.67221, 45.42852, -10.09550)
C (27.08563, 45.72442, -10.05233)
C (27.94263, 45.13608, -11.15513)
O (29.21891, 45.71994, -10.97965)
C (30.13447, 45.37208, -12.01645)
H (21.52470, 44.60337, -9.30921)
H (21.66586, 44.48918, -7.52258)
H (21.81187, 43.06972, -8.50749)
H (23.43908, 44.01003, -10.76266)
H (23.69696, 42.69197, -9.82733)
H (25.73103, 43.43963, -10.84804)
H (25.97874, 43.52649, -9.11916)
H (25.28971, 45.98473, -9.34422)
H (27.48847, 45.50416, -9.06373)
H (27.15500, 46.81051, -10.11291)
H (27.58326, 45.61405, -12.06645)
H (27.95542, 44.04637, -11.13359)
H (29.81810, 45.76932, -12.98093)
H (30.20258, 44.29794, -12.18873)
H (31.13067, 45.79776, -11.89604)
C (26.13285, 25.33511, 12.63161)
O (26.07271, 25.23807, 14.01763)
C (27.01002, 24.34874, 14.61560)
C (26.79665, 24.29699, 16.13119)
N (25.46766, 23.97589, 16.60231)
C (25.03744, 22.59497, 16.52460)
C (23.66937, 22.36932, 17.06683)
O (22.79736, 23.22746, 16.43290)
C (21.44069, 22.92231, 16.75822)
H (27.07686, 25.60555, 12.15853)
H (25.46072, 26.09847, 12.23965)
H (25.79676, 24.38679, 12.21230)
H (28.00203, 24.67663, 14.30495)
H (26.86000, 23.34796, 14.21063)
H (27.02894, 25.32456, 16.41088)
H (27.54204, 23.71237, 16.67033)
H (24.89634, 24.67686, 16.15251)
H (25.81524, 21.96960, 16.96282)
H (25.08819, 22.28391, 15.48116)
H (23.69214, 22.48316, 18.15063)
H (23.41662, 21.31663, 16.94026)
H (20.80395, 23.61829, 16.21207)
H (21.28416, 23.13305, 17.81614)
H (21.08524, 21.89992, 16.63004)
C (30.22592, 32.47919, 5.29327)
O (30.91543, 33.33681, 4.38815)
C (31.72735, 32.58454, 3.48967)
C (32.50549, 33.49787, 2.57485)
N (31.49749, 33.87600, 1.56343)
C (31.79832, 34.86996, 0.54980)
C (32.05331, 36.29621, 1.14413)
O (30.91805, 36.74751, 1.93972)
C (31.08375, 38.02216, 2.44882)
H (29.68999, 31.69589, 4.75726)
H (29.41683, 33.01944, 5.78482)
H (30.83759, 32.09302, 6.10864)
H (31.26109, 31.69074, 3.07516)
H (32.55053, 32.19779, 4.09041)
H (33.38104, 33.04789, 2.10683)
H (32.81210, 34.39316, 3.11573)
H (30.74516, 34.22895, 2.13747)
H (30.96968, 34.92099, -0.15649)
H (32.61485, 34.51815, -0.08078)
H (32.21302, 36.88686, 0.24207)
H (32.97475, 36.32750, 1.72556)
H (31.32512, 38.68770, 1.62004)
H (32.04461, 38.06416, 2.96173)
H (30.25167, 38.36236, 3.06529)
C (19.34438, 26.39269, 10.78582)
O (18.76977, 26.82894, 9.54167)
C (17.78566, 25.95713, 8.96982)
C (17.23486, 26.56884, 7.67098)
N (16.51755, 27.77322, 7.99284)
C (16.21075, 28.51788, 6.76974)
C (15.65735, 29.91954, 7.06744)
O (16.55241, 30.58577, 7.96800)
C (16.40985, 31.97287, 8.08446)
H (20.21079, 26.99556, 11.05783)
H (19.69553, 25.36135, 10.75246)
H (18.58991, 26.44489, 11.57079)
H (16.98427, 25.73806, 9.67543)
H (18.09655, 24.92150, 8.83218)
H (16.68687, 25.85494, 7.05602)
H (18.13411, 26.83183, 7.11398)
H (17.07881, 28.38775, 8.56507)
H (15.53052, 27.93238, 6.15122)
H (17.08590, 28.56712, 6.12183)
H (14.65228, 29.83935, 7.48158)
H (15.49676, 30.43023, 6.11796)
H (17.10213, 32.41361, 8.80182)
H (15.37158, 32.24909, 8.26831)
H (16.60246, 32.53647, 7.17157)
C (26.80916, 48.52752, -5.24087)
O (27.12632, 47.15888, -5.00655)
C (26.34722, 46.46017, -4.02684)
C (26.73464, 44.94200, -3.89883)
N (27.83507, 44.58090, -3.01738)
C (29.13921, 44.98792, -3.58534)
C (29.63892, 43.91660, -4.54865)
O (29.37113, 42.51981, -4.20514)
C (29.66880, 41.66092, -5.27922)
H (26.82961, 49.04980, -4.28438)
H (25.87900, 48.55069, -5.80866)
H (27.52100, 49.00105, -5.91701)
H (25.39208, 46.44883, -4.55189)
H (26.26506, 46.99930, -3.08307)
H (26.91238, 44.44669, -4.85337)
H (25.87443, 44.38254, -3.53122)
H (27.97312, 43.58162, -2.96747)
H (29.83809, 44.94454, -2.75001)
H (29.23664, 45.94925, -4.08977)
H (30.70685, 44.05853, -4.71445)
H (29.20811, 44.16844, -5.51769)
H (29.01710, 41.89147, -6.12197)
H (29.44352, 40.65065, -4.93763)
H (30.72991, 41.64585, -5.52808)
C (18.56006, 31.54398, 14.61627)
O (18.11017, 32.45876, 15.60878)
C (16.72193, 32.69372, 15.69509)
C (16.48062, 33.59024, 16.91202)
N (16.80375, 32.77268, 18.06538)
C (16.91532, 33.59782, 19.27382)
C (17.21181, 32.72914, 20.49885)
O (15.95604, 32.39772, 21.07957)
C (16.04457, 31.67975, 22.35500)
H (19.64218, 31.43269, 14.54762)
H (18.08003, 31.65698, 13.64421)
H (18.23705, 30.56553, 14.97178)
H (16.13246, 31.77855, 15.63948)
H (16.43984, 33.26418, 14.81016)
H (15.42226, 33.83743, 16.99490)
H (17.05963, 34.51368, 16.92228)
H (17.69336, 32.36494, 17.81546)
H (15.96751, 34.09089, 19.48975)
H (17.74795, 34.29857, 19.21230)
H (17.79655, 33.29988, 21.22026)
H (17.70026, 31.79826, 20.21080)
H (15.11436, 31.63483, 22.92139)
H (16.85746, 31.86534, 23.05704)
H (16.29221, 30.66092, 22.05704)
C (18.80379, 40.69988, 2.56789)
O (19.83526, 41.55720, 3.06736)
C (20.96937, 41.67090, 2.20799)
C (22.13679, 42.39576, 2.90458)
N (22.49974, 41.90699, 4.27348)
C (22.94135, 40.51645, 4.35013)
C (23.33090, 40.11678, 5.79812)
O (22.12063, 39.77271, 6.53510)
C (22.32690, 39.01632, 7.74428)
H (19.12677, 39.66506, 2.68163)
H (18.61085, 41.02284, 1.54486)
H (17.92272, 40.83576, 3.19507)
H (20.58303, 42.20176, 1.33791)
H (21.23214, 40.65194, 1.92377)
H (21.91443, 43.46163, 2.95540)
H (22.99389, 42.22373, 2.25351)
H (21.55009, 41.87669, 4.61603)
H (23.83329, 40.46657, 3.72558)
H (22.23875, 39.81733, 3.89664)
H (23.89678, 40.84050, 6.38473)
H (23.96795, 39.23250, 5.78098)
H (23.00465, 39.54840, 8.41184)
H (22.91209, 38.15149, 7.43171)
H (21.42191, 38.62958, 8.21281)
C (20.53321, 21.91549, 3.62323)
O (21.18511, 23.12415, 3.28457)
C (22.35327, 23.37352, 4.03178)
C (22.95137, 24.79681, 3.78725)
N (23.68023, 24.99939, 2.55424)
C (22.91525, 24.85952, 1.34380)
C (22.07976, 26.15745, 1.03884)
O (23.01310, 27.16940, 0.79845)
C (22.43614, 28.31726, 0.21334)
H (19.59966, 21.96229, 3.06252)
H (20.25102, 21.94256, 4.67571)
H (20.98324, 20.94268, 3.42511)
H (23.05265, 22.56417, 3.82221)
H (22.12225, 23.29721, 5.09429)
H (23.69366, 24.98883, 4.56198)
H (22.22158, 25.59315, 3.93337)
H (24.04252, 25.94164, 2.58621)
H (22.25635, 23.99411, 1.41478)
H (23.56744, 24.63580, 0.49958)
H (21.52257, 26.44978, 1.92888)
H (21.54786, 25.94999, 0.11031)
H (23.25883, 29.02585, 0.11760)
H (21.71121, 28.81047, 0.86090)
H (21.89879, 28.13893, -0.71809)
C (23.65168, 37.66797, -2.19425)
O (23.91095, 36.50776, -1.41313)
C (24.73669, 36.85863, -0.30767)
C (24.80198, 35.57785, 0.54839)
N (25.45194, 35.95952, 1.82856)
C (25.41808, 34.84099, 2.81610)
C (23.97933, 34.32395, 3.18395)
O (24.05245, 33.36894, 4.22570)
C (22.91008, 32.56432, 4.22560)
H (23.18012, 38.50213, -1.67471)
H (22.91607, 37.34357, -2.93029)
H (24.48184, 38.12246, -2.73496)
H (24.32867, 37.74368, 0.18050)
H (25.74804, 37.13026, -0.61015)
H (25.35845, 34.80089, 0.02418)
H (23.81195, 35.15837, 0.72719)
H (26.30487, 36.49271, 1.73729)
H (25.80701, 35.27738, 3.73609)
H (26.02356, 33.97474, 2.54947)
H (23.59445, 33.86389, 2.27383)
H (23.41337, 35.21563, 3.45353)
H (22.85272, 31.95778, 3.32176)
H (21.96371, 33.09997, 4.30012)
H (22.86774, 31.90838, 5.09511)

Forces on atoms 1 to 6 (eV/Å):
-0.006 -0.645 -0.875
-0.431 -0.334 -0.032
0.074 1.777 -0.477
1.344 0.447 1.005
-1.745 -1.106 0.059
1.293 -0.364 -2.161

Properties
- Net charge: 0
- Energy relative to the best compared isomer or geometry (same formula, charge and spin): 7.174 eV
- SMILES: COCCNCCOC.COCCNCCOC.COCCNCCOC.COCCNCCOC.COCCNCCOC.COCCNCCOC.COCCNCCOC.COCCNCCOC.COCCNCCOC.COCCNCCOC
- Energy: -4427.6960 Eh
- Spin multiplicity: 1